Record 1
22
Properties=species:S:1:pos:R:3:forces:R:3 method="wB97M-V/def2-TZVPD" total_charge=+2 multiplicity=1 de_lowest_kcal_mol=160.8 homo_ev="-16.75 / -15.69"
O 2.6913 0.1060 0.8260 0.1 1.7 0.9
C 1.7456 0.8845 0.3625 2.2 -4.5 -2.5
C 2.9600 -1.0454 0.0007 -2.0 2.1 -1.2
O 1.4173 1.9269 0.9563 1.4 1.7 2.8
O 1.2240 0.5086 -0.7471 -0.7 1.8 0.3
C 1.6472 -1.8066 -0.0778 -0.2 -5.7 2.0
H 3.7205 -1.6341 0.5218 -0.5 -0.2 -0.1
H 3.2638 -0.7438 -1.0076 0.4 0.2 0.4
H 1.5382 -2.2810 0.9071 -0.1 0.1 -0.3
H 1.8287 -2.6136 -0.7990 -0.5 0.2 0.1
O -1.8525 -0.7052 -0.1027 0.4 -0.4 -0.6
C -0.8975 -1.3862 0.5884 0.7 1.2 0.3
C -2.6073 0.3073 0.5746 0.0 0.0 0.8
O -0.0904 -1.8631 -0.2870 1.6 1.6 -1.5
O -1.3783 1.8096 -0.8511 -2.9 -2.1 -2.6
C -2.6436 1.5244 -0.3413 -2.5 -0.1 0.8
H -2.0981 0.5374 1.5206 -0.2 -0.2 -0.1
H -3.6190 -0.0677 0.7798 0.2 0.3 -0.1
H -3.0707 2.3670 0.2292 0.1 -0.3 -0.3
H -3.3210 1.3157 -1.1890 0.4 0.3 0.1
Li -0.6102 0.1565 -1.5089 0.0 -1.0 -0.1
Tl 0.1521 2.7030 -0.3556 2.1 3.4 0.7

=====

Record 2
35
Properties=species:S:1:pos:R:3:forces:R:3 method="wB97M-V/def2-TZVPD" total_charge=-1 multiplicity=1 homo_ev=-1.98
O 3.4867 4.3684 0.6656 0.0 -0.1 0.0
C 2.9721 3.1791 1.2963 -0.1 0.1 0.0
C 3.8615 2.0172 0.8782 0.1 0.0 0.1
C 3.6099 0.7475 1.7057 -0.1 0.3 -0.2
C 2.1230 0.3644 1.7290 -0.2 -0.4 -0.4
Nb 0.5676 0.8923 3.2575 2.0 -0.7 -2.7
P -1.5881 1.1087 1.7736 0.0 0.0 0.6
O -1.7646 2.5554 0.9603 0.5 -0.6 0.0
Cl -1.2614 -0.1597 0.1007 -0.1 0.5 0.2
H 2.9068 5.1031 0.8792 -0.1 0.0 0.0
H 1.9261 3.0272 0.9891 0.2 -0.1 0.0
H 2.9728 3.2904 2.3932 0.1 -0.1 -0.2
H 4.9081 2.3365 0.9967 -0.2 0.0 -0.1
H 3.7023 1.8148 -0.1921 0.0 0.0 0.2
H 4.2248 -0.0608 1.2711 -0.2 0.1 0.1
H 3.9922 0.9064 2.7235 -0.1 0.0 -0.1
H 2.0315 -0.7461 1.7629 -0.2 0.3 0.2
H 1.6481 0.6675 0.7745 0.1 -0.2 0.0
H -0.0879 2.5642 3.2686 -1.1 0.4 0.3
H -0.0856 1.1606 4.9739 -0.2 0.9 0.4
H -0.1626 -0.6500 3.8900 -0.2 0.2 0.1
H 2.1040 1.4510 4.0463 0.0 -0.6 1.2
H -2.6975 2.7777 0.9044 -0.3 0.0 -0.1
F -4.2869 -5.5138 -2.4374 0.0 0.1 0.0
C -3.7780 -4.3584 -2.9317 -0.1 -0.2 0.1
C -4.0130 -4.0603 -4.2592 0.1 0.1 0.1
C -3.4896 -2.8737 -4.7588 -0.1 0.0 -0.1
C -2.7552 -2.0259 -3.9413 0.0 0.0 0.0
C -2.5387 -2.3602 -2.6104 0.0 -0.1 0.0
C -3.0543 -3.5404 -2.0887 0.0 0.1 -0.1
H -4.5878 -4.7427 -4.8695 0.0 0.0 0.0
H -3.6619 -2.6149 -5.7966 0.0 0.0 0.0
H -2.3508 -1.1028 -4.3351 0.0 0.0 0.0
H -1.9696 -1.7046 -1.9643 0.0 0.0 -0.1
H -2.9040 -3.8181 -1.0549 0.0 0.0 0.0